# 1
The following is a DFT calculation (wB97M-V/def2-TZVPD) of C19H15BrNaO2Si as an isolated structure.

Each line ends with the Löwdin charge.
Element x y z (Å)
Na1 -0.487333 0.512912 -0.314311  0.3460
C1 -3.647537 0.113689 5.505409  -0.1268
C2 -3.007451 -1.102837 5.306077  -0.1168
C3 -1.989350 -1.208923 4.368737  -0.1392
C4 -1.547656 -0.112322 3.618809  -0.3711
C5 -2.213000 1.097697 3.840507  -0.1297
C6 -3.250086 1.213914 4.758664  -0.1167
Si1 -0.114954 -0.332290 2.350470  0.6658
C7 1.396404 -0.197404 3.531162  -0.3709
C8 2.188113 0.949301 3.649698  -0.1300
C9 3.286087 1.004082 4.500091  -0.1174
C10 3.620309 -0.093953 5.280178  -0.1273
C11 2.852312 -1.247428 5.184137  -0.1168
C12 1.772128 -1.295093 4.314276  -0.1373
H1 -4.448820 0.201411 6.229553  0.0866
H2 -3.311196 -1.974104 5.875656  0.0895
H3 -1.528396 -2.179099 4.208179  0.0825
H4 -1.907342 1.979388 3.287493  0.0804
H5 -3.742786 2.169801 4.898200  0.0893
H6 -0.098372 1.141600 1.860953  -0.0758
H7 1.936275 1.829123 3.067437  0.0802
H8 3.876499 1.911656 4.560404  0.0891
H9 4.470196 -0.053221 5.951084  0.0864
H10 3.103032 -2.116101 5.782708  0.0896
H11 1.206089 -2.218776 4.237368  0.0834
Br1 -1.411999 0.068644 -8.922883  0.6839
C13 -1.212493 0.173064 -7.032109  -0.6975
C14 0.055153 0.093032 -6.482174  -0.1309
C15 0.190547 0.164423 -5.103007  -0.0166
C16 -0.923406 0.316268 -4.287899  -0.1253
C17 -2.184195 0.398247 -4.865613  -0.0169
C18 -2.339363 0.326133 -6.242244  -0.1308
C19 -0.765849 0.392057 -2.778228  -0.6488
O1 -1.810675 0.549818 -2.100320  -0.0637
O2 0.394982 0.297742 -2.313881  -0.0650
H12 0.919856 -0.024638 -7.120885  0.0941
H13 1.162988 0.103453 -4.633105  0.1154
H14 -3.036547 0.520339 -4.210909  0.1151
H15 -3.318965 0.389395 -6.695981  0.0940

Forces on the atoms, in the same order (eV/Å):
Na 0.020 -0.184 0.404
C 0.006 -0.008 -0.014
C -0.016 0.020 0.008
C 0.009 -0.019 -0.010
C 0.004 0.026 0.031
C -0.026 0.062 0.014
C 0.006 -0.032 -0.001
Si -0.047 -0.083 0.036
C 0.019 0.049 0.003
C 0.031 0.052 -0.001
C -0.010 -0.027 0.002
C -0.006 -0.005 -0.012
C 0.017 0.017 0.008
C -0.017 -0.021 -0.008
H -0.001 -0.004 0.000
H -0.001 -0.003 -0.003
H 0.014 0.005 0.006
H 0.024 -0.015 -0.007
H 0.003 0.002 0.002
H 0.019 0.083 0.127
H -0.022 -0.014 -0.005
H 0.000 0.002 0.003
H 0.000 -0.004 0.002
H 0.001 -0.004 -0.003
H -0.009 0.006 0.004
Br 0.000 0.005 -0.006
C -0.010 0.002 0.010
C 0.020 -0.007 0.007
C -0.005 0.004 0.005
C -0.008 -0.026 -0.004
C 0.026 0.005 0.022
C -0.008 0.010 0.002
C -0.084 0.019 -0.248
O -0.124 0.066 -0.112
O 0.185 0.043 -0.243
H -0.003 -0.003 -0.003
H 0.002 -0.005 -0.001
H -0.011 -0.009 -0.009
H 0.003 -0.006 -0.006

Its total energy is -106381.185 eV. Its total charge is -1. As for the highest occupied orbital energy: -3.71 eV. Its lowest unoccupied orbital energy is 2.2812 eV. The calculation puts the orbital gap at 5.99 eV.

---

# 2
The following is a DFT calculation (wB97M-V/def2-TZVPD) of a 2-piece molecular cluster, C6H12IN2OS overall in a non-equilibrium geometry.

Each line ends with the Löwdin charge.
Element x y z (Å)
C1 0.840971 -1.924477 1.605416  0.0186
C2 -2.001283 -0.615050 0.755310  -0.7406
C3 0.535923 3.116993 0.046123  -0.0538
C4 0.143192 1.727021 0.505529  -0.1887
C5 -0.088190 -1.572015 -1.433245  -0.4882
C6 0.106101 -0.668852 -0.243178  -0.4186
N1 0.925884 -0.965225 0.781832  0.0179
N2 0.224879 0.764897 -0.633071  0.0778
O1 -2.076924 -0.830145 1.893054  0.0418
S1 -0.098395 -3.347322 -0.976645  0.7915
I1 -3.456780 -0.086155 -0.674483  0.9207
H1 1.662196 -2.051501 2.295137  0.0950
H2 0.005604 -2.612004 1.675346  0.0638
H3 1.573132 3.147727 -0.278658  0.0880
H4 -0.103284 3.461848 -0.764885  0.0877
H5 0.427117 3.813179 0.872652  0.0952
H6 -0.879416 1.714840 0.884971  0.1147
H7 0.811290 1.364948 1.288624  0.1301
H8 -1.065732 -1.377210 -1.888843  0.0243
H9 0.686252 -1.419594 -2.190452  0.0918
H10 -0.516922 0.985098 -1.312890  0.1520
H11 1.131964 0.922531 -1.098449  0.1925
H12 1.212425 -3.549529 -1.109186  -0.1133

Forces on the atoms, in the same order (eV/Å):
C -0.171 -0.007 0.060
C 2.613 -0.151 -0.484
C -0.093 -0.129 -0.060
C 0.040 0.581 0.504
C 0.184 -0.680 0.205
C -2.978 -0.449 1.225
N 0.918 0.407 -0.054
N 0.069 0.003 -0.141
O -0.076 0.013 -0.404
S -0.341 0.341 -0.407
I -0.455 0.137 -0.274
H 0.137 -0.053 0.153
H -0.126 0.074 -0.042
H 0.120 0.035 -0.052
H -0.032 0.082 -0.067
H -0.007 0.028 0.056
H 0.067 -0.156 -0.101
H -0.118 -0.084 -0.180
H 0.145 0.102 -0.020
H -0.070 0.091 -0.013
H 0.173 -0.090 0.112
H -0.186 -0.113 -0.024
H 0.185 0.018 0.006

Its total energy is -30370.976 eV. Its total charge is +1. As for the highest occupied orbital energy (alpha / beta): -11.91 / -11.91 eV. Its lowest unoccupied orbital energy (alpha / beta) is -4.6581 / -4.6565 eV. As for the energy above the lowest of the compared OMol25 structures with the same formula, charge and spin: 18.1 kcal per mole. The calculation puts the orbital gap (alpha / beta) at 7.25 / 7.25 eV.

---

# 3
The following is a DFT calculation (wB97M-V/def2-TZVPD) of C13H22AsBr2ClN as an isolated structure in a non-equilibrium geometry.

Each line ends with the Löwdin charge.
Element x y z (Å)
C1 -0.416922 2.141026 2.524222  -0.1852
C2 -1.623198 2.238495 1.404337  -0.6969
Cl1 -2.240420 4.023068 1.498916  0.3967
C3 -1.068381 2.075850 -0.158258  -0.4307
As1 -0.200014 0.301347 -0.547932  0.6628
N1 -0.038713 0.661488 -2.422792  -0.2347
C4 0.883753 -1.410207 -0.920073  -0.3509
C5 2.225522 -1.379413 0.078517  -0.2006
C6 2.254837 -2.341906 1.445453  -0.0399
C7 3.582933 -2.252974 2.446613  -0.1053
C8 4.884152 -1.262935 2.163170  -0.1166
C9 4.876039 -0.346050 0.779466  -0.1022
C10 3.555497 -0.450700 -0.187329  -0.0719
C11 -1.932888 -0.693040 -0.768277  -0.8007
Br1 -2.779399 -1.274406 0.992827  0.4869
C12 -3.065827 0.021363 -1.702660  -0.7166
C13 -3.966666 -1.093185 -2.565704  -0.1837
Br2 -4.451672 1.038391 -0.603313  0.5348
H1 0.631141 1.870687 2.026225  0.0787
H2 -0.330876 3.105038 3.213338  0.0628
H3 -0.664287 1.224055 3.231937  0.0753
H4 -2.561875 1.581310 1.637453  0.0337
H5 -1.879131 2.421761 -0.961944  0.0439
H6 -0.208229 2.900301 -0.247297  0.0813
H7 1.187364 1.009157 -0.363651  -0.0231
H8 -0.199081 -0.150086 0.953683  -0.0330
H9 -0.497422 -0.119476 -2.942409  -0.0016
H10 -0.508341 1.586761 -2.625824  0.0043
H11 1.200989 -1.492898 -2.061391  0.0721
H12 0.298967 -2.378523 -0.611134  0.0553
H13 1.332949 -3.055664 1.683298  0.0847
H14 3.553402 -2.941308 3.411176  0.0618
H15 5.819743 -1.185942 2.894617  0.0649
H16 5.770188 0.392097 0.496559  0.0749
H17 3.555739 0.235171 -1.163436  0.0870
H18 -1.662400 -1.726346 -1.303124  0.0558
H19 -2.670689 0.799591 -2.480302  0.0738
H20 -4.119802 -0.714709 -3.663177  0.0729
H21 -3.491048 -2.173344 -2.525726  0.0775
H22 -5.035935 -1.183848 -2.056054  0.0518

Forces on the atoms, in the same order (eV/Å):
C 0.044 -1.059 0.417
C 0.877 0.090 -0.916
Cl -0.025 -0.819 0.063
C -0.839 2.829 0.821
As 1.961 0.487 1.503
N -1.163 0.626 -1.142
C 2.563 -2.148 0.520
C 2.465 -0.779 2.134
C 3.470 2.945 -1.027
C -0.333 1.814 -2.674
C -3.073 0.034 -2.981
C -3.662 -2.730 1.211
C 0.188 -1.110 2.125
C -2.130 -1.471 -1.998
Br 0.729 -0.030 -1.092
C -0.784 -1.357 -1.044
C -0.596 0.057 0.685
Br 0.797 -0.108 -0.866
H -2.361 0.797 0.939
H -0.264 -2.028 -1.746
H 0.517 1.876 -1.408
H 2.023 1.283 -0.425
H 1.384 -0.774 2.011
H -1.729 -1.801 0.198
H 0.083 0.046 0.079
H -0.087 0.112 0.144
H 0.298 1.149 0.177
H 0.464 -1.569 -0.071
H -0.420 0.150 2.480
H 1.131 1.654 -0.543
H 2.309 1.760 -0.487
H 0.225 1.693 -2.219
H -2.410 -0.365 -1.687
H -2.252 -1.886 0.742
H -0.104 -1.720 2.383
H -0.797 2.216 1.152
H -0.434 -1.505 1.932
H 0.361 -0.851 2.043
H -0.754 2.330 -0.253
H 2.327 0.161 -1.180

Its total energy is -228761.390 eV. Its total charge is -1. As for the highest occupied orbital energy: -4.44 eV. Its lowest unoccupied orbital energy is 2.7487 eV. The calculation puts the orbital gap at 7.19 eV.

---

# 4
The following is a DFT calculation (wB97M-V/def2-TZVPD) of C27H25BrIrN7O2P as an isolated structure.

Each line ends with the Löwdin charge.
Element x y z (Å)
Ir1 1.006056 0.711074 -0.043244  1.3993
C1 -0.596807 -4.538394 0.349978  0.0070
N1 -0.700353 -3.078315 0.334826  -0.1051
C2 -1.857663 -2.367396 0.475774  -0.0019
C3 -1.522329 -1.046798 0.417495  -0.0509
N2 -0.174172 -0.960672 0.221429  -0.0755
C4 0.311125 -2.200609 0.176361  -0.4213
P1 2.078337 -2.622707 0.009613  1.2048
C5 2.662594 -1.439940 1.269525  -0.4184
N3 2.291151 -0.161198 1.320551  -0.0986
C6 2.791415 0.366091 2.477511  -0.0724
C7 3.469160 -0.614122 3.137989  -0.0082
N4 3.386120 -1.740569 2.368371  -0.1034
C8 4.004990 -3.022089 2.706211  0.0108
C9 2.406648 -1.559294 -1.424632  -0.4248
N5 2.038969 -0.282210 -1.494186  -0.1093
C10 2.387162 0.179978 -2.734338  -0.0686
C11 2.963403 -0.843190 -3.424556  -0.0080
N6 2.977265 -1.925575 -2.591062  -0.1019
C12 3.529381 -3.233627 -2.944598  0.0126
H1 -1.589799 -4.947820 0.506915  0.1032
H2 0.051352 -4.862466 1.160756  0.0968
H3 -0.212843 -4.897851 -0.601743  0.0990
H4 -2.809231 -2.849951 0.615436  0.1414
H5 -2.151466 -0.180366 0.511060  0.1227
H6 2.615224 1.384617 2.774449  0.1181
H7 4.005617 -0.598059 4.070896  0.1438
H8 3.600588 -3.385016 3.648037  0.1082
H9 5.081096 -2.893505 2.793176  0.1085
H10 3.794676 -3.742963 1.921650  0.0674
H11 2.178921 1.186352 -3.052934  0.1168
H12 3.361988 -0.887198 -4.423334  0.1445
H13 3.048094 -3.595183 -3.849797  0.1084
H14 3.344591 -3.934549 -2.135830  0.0684
H15 4.600970 -3.145573 -3.106830  0.1087
Br1 -4.353116 5.093347 -2.826264  0.8060
C13 -3.590732 4.533627 -1.198736  -0.6769
C14 -3.980738 5.136185 -0.007997  -0.0878
C15 -3.411832 4.732648 1.192730  -0.0395
C16 -2.443472 3.742591 1.207779  -0.0064
C17 -2.058068 3.151519 0.006416  -0.1547
C18 -2.633665 3.536532 -1.202917  -0.0629
C19 -0.969514 2.177903 -0.004394  -0.5778
O1 -0.350815 1.824246 1.064540  -0.1048
O2 -0.510995 1.656444 -1.078765  -0.1013
H16 -4.722870 5.922637 -0.023144  0.1169
H17 -3.725800 5.203326 2.114272  0.1208
H18 -1.984247 3.426177 2.134595  0.1259
H19 -2.325736 3.069132 -2.128214  0.1204
C20 2.333767 2.468988 -0.058198  -0.1205
C21 1.624749 3.701095 -0.113028  -0.2551
C22 1.416720 4.478898 1.058396  0.0217
C23 0.678850 5.629972 1.013133  0.0195
C24 0.122425 6.047102 -0.209990  -0.1642
C25 0.339899 5.318631 -1.391117  0.0191
C26 1.068874 4.161262 -1.338232  0.0071
C27 -0.701071 7.216104 -0.248221  -0.1392
N7 -1.392235 8.134075 -0.286953  0.2304
H20 3.043531 2.365770 0.755963  0.0701
H21 2.760624 2.188009 -1.027698  0.0714
H22 1.842086 4.148787 1.997214  0.1319
H23 0.513195 6.220647 1.903403  0.1391
H24 -0.080964 5.671625 -2.322610  0.1420
H25 1.223249 3.581323 -2.238775  0.1274

Forces on the atoms, in the same order (eV/Å):
Ir -0.153 -0.517 0.482
C -0.002 0.014 -0.014
N -0.013 -0.066 -0.036
C 0.009 -0.004 0.099
C 0.043 0.002 -0.070
N 0.007 -0.003 -0.148
C 0.040 0.040 0.052
P -0.008 0.034 0.061
C -0.143 -0.036 0.006
N -0.101 0.151 -0.206
C -0.058 -0.058 0.061
C 0.095 0.000 -0.065
N 0.007 0.034 0.034
C -0.002 0.001 0.009
C -0.032 0.025 -0.023
N 0.113 0.091 -0.030
C -0.110 -0.077 0.007
C 0.090 0.025 0.022
N -0.034 -0.015 -0.059
C -0.002 0.010 0.008
H -0.001 0.002 0.002
H 0.000 0.003 -0.001
H 0.001 -0.007 0.001
H 0.000 0.004 0.003
H -0.024 -0.003 -0.034
H -0.016 -0.009 -0.009
H 0.000 -0.005 -0.001
H 0.001 0.000 0.000
H 0.000 0.000 0.001
H -0.005 0.000 0.002
H -0.004 -0.021 -0.023
H 0.010 0.003 0.005
H 0.001 -0.003 0.000
H 0.001 0.002 0.002
H 0.000 -0.003 -0.001
Br 0.000 0.002 -0.006
C -0.008 0.017 0.002
C 0.005 0.015 -0.009
C 0.015 0.003 -0.007
C -0.025 -0.019 0.016
C 0.004 0.010 -0.004
C 0.002 -0.011 -0.008
C 0.142 -0.054 0.297
O -0.176 0.117 -0.083
O -0.066 0.043 -0.091
H -0.008 -0.006 -0.003
H 0.003 -0.004 0.004
H 0.006 0.005 -0.004
H 0.005 0.004 0.000
C 0.482 0.541 -0.564
C 0.121 -0.456 0.116
C -0.125 0.246 0.173
C 0.117 -0.132 0.115
C -0.106 0.162 0.034
C 0.097 -0.198 -0.114
C -0.154 0.209 -0.204
C 0.045 -0.114 -0.031
N -0.021 0.031 0.019
H -0.127 -0.052 0.103
H 0.070 0.054 0.110
H 0.005 -0.029 -0.021
H -0.011 0.007 -0.008
H -0.010 0.006 0.009
H 0.006 -0.009 0.022

Its total energy is -125088.279 eV. Its spin multiplicity is 2. Its total charge is +2. Its expectation value of S² is 0.788. As for the highest occupied orbital energy (alpha / beta): -13.51 / -13.50 eV. Its lowest unoccupied orbital energy (alpha / beta) is -5.3517 / -8.6374 eV. As for the energy above the lowest of the compared OMol25 structures with the same formula, charge and spin: 0.0 kcal per mole. The calculation puts the orbital gap (alpha / beta) at 8.15 / 4.87 eV.

---

# 5
The following is a DFT calculation (wB97M-V/def2-TZVPD) of one molecule with the formula C2H2O3 in a non-equilibrium geometry.

Each line ends with the Löwdin charge.
Element x y z (Å)
C1 0.573088 -0.042753 0.046519  -0.4885
C2 -0.812460 -0.699522 0.040395  -0.0958
H1 -0.363936 1.543567 -0.009941  0.1054
H2 -0.934180 -1.790891 0.079021  0.1399
O1 0.564834 1.284166 0.009925  0.1468
O2 1.545079 -0.755673 -0.042341  0.1250
O3 -1.768120 0.059129 -0.041405  0.0673

Forces on the atoms, in the same order (eV/Å):
C 0.814 -1.575 -0.677
C -1.510 1.962 0.044
H -0.528 0.245 0.041
H 0.372 0.098 -0.005
O 0.433 -0.491 0.153
O -0.417 0.904 0.341
O 0.836 -1.142 0.102

Its total energy is -8248.379 eV. As for the highest occupied orbital energy: -10.73 eV. Its lowest unoccupied orbital energy is -0.7507 eV. As for the energy above the lowest of the compared OMol25 structures with the same formula, charge and spin: 5.0 kcal per mole. As for the SMILES: O=CC(=O)O. The calculation puts the orbital gap at 9.98 eV.

---

# 6
The following is a DFT calculation (wB97M-V/def2-TZVPD) of a 2-piece molecular cluster, C2H10OSi2 overall in a non-equilibrium geometry.

Each line ends with the Löwdin charge.
Element x y z (Å)
C1 -1.192087 -1.031444 1.001948  -0.2796
C2 -1.100278 1.654686 -0.406916  -0.3160
O1 2.198035 -0.853309 0.835858  -0.3235
Si1 1.817256 -0.426915 -0.692326  0.3707
Si2 -0.472010 -0.023880 -0.496491  0.4189
H1 -1.722627 -0.260015 1.614337  0.0130
H2 -1.867226 -1.849181 0.633419  0.0279
H3 -0.384059 -1.291785 1.728846  0.0156
H4 -1.711936 2.032922 -1.281135  0.0421
H5 -1.988084 1.509819 0.339179  0.0525
H6 -0.347949 2.466998 -0.102576  0.0583
H7 2.793745 -0.412333 1.435422  0.0466
H8 2.795048 -1.286789 -1.576642  -0.0470
H9 2.492844 0.877733 -1.046585  -0.0839
H10 -1.310679 -1.106504 -1.986337  0.0045

Forces on the atoms, in the same order (eV/Å):
C 0.481 1.122 0.307
C -2.179 2.585 0.431
O -0.160 -0.441 1.085
Si 2.049 0.582 -1.149
Si -1.466 -4.572 -2.060
H -0.255 -0.714 -0.628
H 0.849 0.731 0.757
H -0.542 -0.609 -0.886
H 1.214 -0.471 0.528
H 1.833 0.689 -0.727
H -1.303 -1.204 -0.204
H 0.191 0.143 -0.119
H -1.579 0.221 0.390
H -0.383 0.040 0.209
H 1.248 1.898 2.067

Its total energy is -20037.420 eV. As for the highest occupied orbital energy: -9.26 eV. Its lowest unoccupied orbital energy is 0.3938 eV. As for the energy above the lowest of the compared OMol25 structures with the same formula, charge and spin: 30.9 kcal per mole. The calculation puts the orbital gap at 9.65 eV.